Entry from the OMol25 dataset: a molecular structure, C11H13Br2NO9P2V (wB97M-V/def2-TZVPD).

XYZ file:
```
39
Properties=species:S:1:pos:R:3:mulliken_charge:R:1
Br 1.317 1.322 3.909 -0.08
Br 3.306 -0.900 2.832 -0.07
V 1.162 -0.131 1.273 0.83
P 2.154 1.497 -1.154 0.73
P 1.489 -1.505 -1.528 0.72
O 0.872 2.082 -1.802 -0.49
O 1.837 -2.634 -2.404 -0.78
O 2.137 1.473 0.355 -0.60
O -0.603 -1.118 2.375 -0.70
O 3.316 2.458 -1.677 -0.51
O -1.563 1.672 -1.006 -0.86
O 1.443 -1.682 -0.016 -0.60
O 0.058 -0.848 -1.926 -0.44
O 3.876 -0.444 -1.253 -0.59
N -0.786 0.404 0.753 0.00
C -5.125 -1.076 1.519 -0.49
C -3.072 0.325 0.351 0.05
C 2.807 0.049 -3.409 -1.77
C -2.819 -0.548 1.402 0.11
C -1.749 0.912 -0.067 0.37
C -4.343 0.512 -0.136 -0.29
C 2.224 -0.329 4.337 -0.57
C 2.649 -0.088 -1.896 1.10
C -1.347 -0.491 1.607 0.63
C -3.830 -1.264 2.000 -0.49
C -5.379 -0.201 0.469 -0.51
H -0.234 -1.200 -2.774 0.30
H 1.867 0.369 -3.860 0.38
H 3.087 -0.920 -3.818 0.46
H 4.596 0.013 -1.703 0.40
H -5.947 -1.621 1.964 0.40
H 2.870 -0.169 5.190 0.38
H 3.570 0.792 -3.651 0.47
H -0.050 1.871 -1.441 0.46
H 1.469 -1.087 4.503 0.33
H 3.282 3.340 -1.289 0.34
H -6.394 -0.076 0.116 0.40
H -3.619 -1.951 2.809 0.49
H -4.527 1.192 -0.958 0.49
```

## Properties
Relative energy (zero: lowest compared OMol25 entry of this formula, charge and spin) in kJ/mol: 0.00
M in Da: 575.92
Frontier orbital gap (alpha / beta) in eV: 7.5 / 9.3
Expectation value of S²: 3.755
2S+1: 4



Entry from the OMol25 dataset: a molecular structure, C5H14BrLi2O3 in a non-equilibrium geometry (wB97M-V/def2-TZVPD).

XYZ file:
```
25
Properties=species:S:1:pos:R:3:mulliken_charge:R:1
Br -1.708 1.612 -0.105 -0.98
O 0.996 4.075 -1.570 -0.45
O 1.508 1.189 -1.098 -0.41
O -1.504 -1.284 2.065 -0.49
C 2.439 2.243 -0.898 -0.52
C 0.298 -2.645 1.125 -1.27
C -2.031 -3.497 1.218 -1.16
C -0.995 -2.621 1.889 0.48
C 2.211 3.364 -1.871 -0.15
Li -2.701 0.739 -2.087 0.94
Li -3.219 3.386 -1.096 0.88
H 0.128 -2.566 0.044 0.28
H -2.263 -3.047 0.233 0.25
H 0.365 3.420 -1.255 0.32
H 3.031 4.080 -1.789 0.30
H 0.732 1.381 -0.566 0.23
H 2.174 3.009 -2.905 0.21
H -1.641 -0.895 1.196 0.22
H 0.962 -1.844 1.441 0.34
H 2.365 2.670 0.110 0.29
H 3.459 1.865 -0.987 0.35
H -2.958 -3.586 1.776 0.30
H 0.801 -3.603 1.277 0.39
H -1.643 -4.481 0.945 0.36
H -0.805 -2.965 2.907 0.28
```

## Properties
M in Da: 215.95
Frontier orbital gap in eV: 6.8
Total charge: +1



Entry from the OMol25 dataset: a molecular structure, C43H37AsBrCl3IrN4O4S in a non-equilibrium geometry (wB97M-V/def2-TZVPD).

XYZ file:
```
95
Properties=species:S:1:pos:R:3:mulliken_charge:R:1
Ir 0.378 -0.319 -0.178 1.60
Br -1.103 1.627 -1.997 0.04
As -0.826 -1.774 -1.688 1.40
Cl 4.980 0.771 -1.026 -0.11
Cl 4.076 -0.746 -3.325 -0.10
Cl 3.664 2.108 -3.241 -0.12
S 2.019 0.220 1.668 -0.52
O 1.972 -0.748 -1.345 -0.43
O -1.739 -4.038 1.396 -0.59
O 1.799 1.429 -1.040 -0.07
O -0.352 -1.783 0.958 -0.91
N 1.177 2.075 3.379 -0.15
N -1.027 0.597 0.989 0.19
N 2.099 2.877 1.420 0.26
N -1.320 -0.073 2.126 -0.07
C 3.739 0.633 -2.282 1.04
C 1.947 4.281 1.630 0.07
C -3.340 -1.405 -0.321 -0.68
C -0.556 -4.636 -1.360 -0.32
C 1.577 5.044 0.529 -0.33
C -5.350 -2.627 -0.817 -0.72
C -0.893 -1.059 -3.494 0.28
C -2.725 -2.620 5.161 -0.93
C -2.003 4.746 0.717 0.83
C -2.566 6.508 2.814 -0.58
C -4.683 -1.661 -0.078 -0.88
C 0.115 -5.849 -1.458 -1.04
C 1.628 7.026 1.893 -0.57
C -2.667 -2.121 -1.300 0.65
C -1.894 -1.875 4.344 -0.64
C -2.121 -0.144 -5.355 -0.87
C 1.379 -3.514 -2.275 -0.08
C -3.338 -3.082 -2.054 -0.42
C -3.214 -3.834 4.691 -0.45
C -4.680 -3.332 -1.809 -0.84
C -0.643 -1.369 2.272 0.85
C -2.872 -4.281 3.430 -0.49
C -1.552 -2.295 3.056 -0.30
C -0.934 0.135 -6.015 -0.58
C -2.105 -0.736 -4.097 0.04
C 1.402 -5.898 -1.966 -0.68
C -1.846 5.346 3.054 -0.86
C -2.983 6.805 1.524 -0.65
C 1.419 6.414 0.664 -0.62
C -1.728 3.864 -0.435 -1.12
C -2.044 -3.519 2.612 0.07
C 2.033 6.263 2.978 -0.86
C 2.410 0.450 -1.525 -0.88
C 0.278 -0.174 -5.411 -1.04
C 2.207 4.890 2.850 -0.07
C 0.074 -3.470 -1.779 1.39
C -1.649 1.701 0.770 -1.04
C 1.742 1.855 2.193 0.49
C 0.300 -0.762 -4.156 -0.05
C 2.036 -4.730 -2.370 -1.02
C -1.561 4.476 2.014 0.64
C -1.506 2.549 -0.406 0.19
C -2.698 5.933 0.484 -0.83
H -1.726 4.346 -1.407 0.44
H 2.240 6.737 3.929 0.45
H -3.526 7.721 1.326 0.42
H 1.212 0.045 -5.915 0.45
H -1.556 -4.621 -0.954 0.32
H 1.026 3.003 3.738 0.21
H -2.823 -3.636 -2.829 0.56
H 1.128 7.005 -0.195 0.42
H -3.853 -4.442 5.318 0.41
H -0.951 0.593 -6.995 0.41
H 0.264 -1.219 2.839 0.26
H 1.253 -0.980 -3.700 0.19
H 2.330 2.588 0.477 -0.13
H -0.936 3.613 2.208 -0.01
H 2.602 4.320 3.683 0.74
H -3.069 0.100 -5.817 0.43
H 1.492 8.095 1.999 0.44
H -2.216 0.100 2.553 0.48
H -5.206 -1.112 0.695 0.44
H -2.820 -0.655 0.254 0.56
H -0.379 -6.756 -1.132 0.45
H -3.042 -0.929 -3.594 0.42
H -3.029 6.167 -0.522 0.43
H -1.488 -0.938 4.715 0.40
H 1.414 4.557 -0.426 0.45
H -3.227 -5.233 3.055 0.48
H -2.978 -2.268 6.152 0.42
H -1.102 -3.434 0.982 0.26
H -6.395 -2.832 -0.622 0.41
H -2.349 2.039 1.529 0.88
H -5.202 -4.077 -2.395 0.44
H 0.984 1.278 3.961 0.25
H -2.789 7.187 3.627 0.41
H 1.917 -6.848 -2.046 0.39
H 1.895 -2.614 -2.566 0.01
H -1.492 5.124 4.053 0.39
H 3.047 -4.762 -2.754 0.47
```

## Properties
Relative energy (zero: lowest compared OMol25 entry of this formula, charge and spin) in kJ/mol: 111.59
M in Da: 1159.26
Frontier orbital gap in eV: 7.6
Total charge: +1



Entry from the OMol25 dataset: C4H7NO in the gas phase (wB97M-V/def2-TZVPD).

XYZ file:
```
13
Properties=species:S:1:pos:R:3:mulliken_charge:R:1
O -0.486 -1.188 -0.463 -0.42
N -1.595 -0.914 1.554 -0.70
C 0.815 -0.702 -0.791 -0.41
C -0.912 -0.443 0.604 0.39
C -0.361 0.964 0.475 -0.28
C 0.738 0.819 -0.597 -0.46
H 1.060 -1.032 -1.803 0.30
H -1.722 -1.914 1.384 0.28
H 0.010 1.309 1.444 0.27
H 0.450 1.315 -1.529 0.25
H -1.156 1.650 0.164 0.23
H 1.521 -1.153 -0.078 0.26
H 1.700 1.230 -0.277 0.29
```

## Properties
Relative energy (zero: lowest compared OMol25 entry of this formula, charge and spin) in kJ/mol: 85.64
M in Da: 85.11
SMILES: [H]/N=C1/CCCO1
Frontier orbital gap in eV: 11.0



Entry from the OMol25 dataset: 14 unconnected molecules or ions with the total composition C5H38NO14 in a non-equilibrium geometry (wB97M-V/def2-TZVPD).

XYZ file:
```
58
Properties=species:S:1:pos:R:3:mulliken_charge:R:1
O 2.048 -2.423 -2.463 -0.71
O -2.074 -2.576 1.845 -0.62
O -2.594 -1.686 -1.333 -0.54
O -0.406 -1.379 -2.859 -0.86
O 0.861 1.925 2.472 -0.62
O -1.590 0.905 3.178 -0.70
O 0.459 -0.410 4.098 -0.64
O -2.555 1.450 -0.287 -0.67
O 1.714 3.076 -2.043 -0.63
O -1.931 0.924 -2.907 -0.82
O 1.233 0.717 -3.334 -0.67
O 3.285 -0.099 -1.810 -0.69
O -3.211 -0.166 1.615 -0.64
O 2.598 2.295 0.383 -0.71
N -0.259 1.142 -0.240 1.00
C 2.148 -2.672 1.826 -1.62
C 0.801 -0.762 0.913 -0.60
C 0.752 -2.154 1.465 -0.10
C -1.330 2.022 0.162 -0.65
C -0.268 -0.117 0.433 0.10
H -0.831 1.339 2.695 0.22
H 2.506 -1.636 -2.087 0.39
H 1.801 -0.346 0.896 0.43
H -1.182 1.518 -2.753 0.32
H 0.115 -2.178 2.354 0.31
H 0.672 1.530 -0.290 -0.12
H -1.775 -3.300 1.287 0.27
H 0.425 -1.889 -2.705 0.48
H 2.110 -3.731 2.094 0.43
H -3.013 -0.934 -1.774 0.28
H -1.082 0.212 3.704 0.56
H 0.282 -2.859 0.752 0.28
H -2.452 0.303 2.352 0.54
H -1.232 3.030 -0.282 0.32
H 2.517 -2.125 2.697 0.32
H -2.879 -1.076 1.437 0.50
H 2.546 0.265 -2.360 0.38
H 3.037 1.546 -0.045 0.26
H -1.195 -0.653 0.400 -0.06
H 0.785 -0.314 4.998 0.29
H 1.379 0.490 -4.261 0.29
H 4.094 0.049 -2.312 0.28
H 1.450 1.948 1.671 0.23
H -0.976 -1.554 -2.082 0.29
H 1.426 3.861 -2.519 0.31
H -1.524 2.133 1.224 0.26
H -3.078 -2.449 -1.673 0.25
H 0.910 0.216 3.510 0.38
H -2.994 0.405 0.771 0.51
H -1.472 0.079 -3.087 0.45
H 2.403 2.915 -0.348 0.36
H -2.486 1.192 -1.261 0.49
H 1.494 2.294 -2.600 0.33
H 2.414 -3.208 -2.047 0.32
H -2.518 -2.962 2.613 0.26
H 2.836 -2.532 0.995 0.33
H 1.119 2.730 2.941 0.26
H 0.561 0.044 -3.018 0.36
```

## Properties
Relative energy (zero: lowest compared OMol25 entry of this formula, charge and spin) in kJ/mol: 214.08
M in Da: 336.35
Frontier orbital gap in eV: 8.9
Total charge: +1



no.,E (eV)
1,-215894.540
2,-82002.014
3,-241459.412
4,-7798.757
5,-35952.863